(1)
110
Properties=species:S:1:pos:R:3:lowdin_charge:R:1 method="wB97M-V/def2-TZVPD" lumo_ha="0.1242 / 0.1242" energy_ev=-115903.8048 e_above_lowest_kcal_mol=26.9 total_charge=-2 e_homo_ev="-0.1 / -0.1"
Ti -0.049 0.246 -0.191 1.12
C 7.115 -0.717 2.972 -0.12
C 5.916 -0.640 3.667 -0.09
C 4.717 -0.523 2.976 -0.02
C 4.687 -0.494 1.583 -0.20
C 5.900 -0.562 0.899 -0.04
C 7.102 -0.676 1.583 -0.10
C 3.401 -0.371 0.851 -0.11
C 2.546 -1.428 0.842 -0.26
C 2.802 -2.693 1.499 0.00
C 1.729 -3.475 1.283 -0.01
C 0.810 -2.729 0.438 -0.25
N 1.317 -1.466 0.199 0.04
C -0.297 -3.232 -0.213 -0.09
C -0.673 -2.570 -1.469 -0.25
C -1.005 -3.233 -2.645 -0.07
C -1.368 -2.258 -3.583 -0.06
C -1.223 -1.035 -2.948 -0.27
C -1.691 0.227 -3.446 -0.10
C -2.592 0.232 -4.620 -0.17
C -2.314 1.015 -5.741 -0.05
C -3.159 1.029 -6.843 -0.10
C -4.305 0.248 -6.856 -0.12
C -4.590 -0.550 -5.753 -0.10
C -3.744 -0.562 -4.657 -0.03
C -1.307 1.393 -2.872 -0.25
N -0.314 1.504 -1.890 -0.01
C -0.062 2.874 -1.797 -0.29
C 1.008 3.422 -1.171 -0.12
C 1.211 4.889 -1.261 -0.20
C 0.402 5.771 -0.547 -0.03
C 0.567 7.146 -0.657 -0.10
C 1.554 7.667 -1.480 -0.12
C 2.374 6.800 -2.193 -0.10
C 2.202 5.428 -2.083 -0.04
C 2.038 2.614 -0.584 -0.29
C 3.278 3.093 -0.162 -0.06
C 3.968 1.999 0.354 -0.05
C 3.119 0.896 0.243 -0.26
N 1.915 1.262 -0.334 0.04
C -1.017 3.614 -2.607 -0.01
C -1.772 2.715 -3.252 -0.01
N -0.741 -1.205 -1.660 0.03
C -1.064 -4.355 0.330 -0.15
C -0.957 -4.743 1.683 -0.06
C -1.665 -5.810 2.207 -0.11
C -2.571 -6.521 1.430 -0.14
C -2.769 -6.102 0.121 -0.12
C -2.043 -5.048 -0.410 -0.04
H 8.053 -0.802 3.508 0.09
H 5.913 -0.655 4.751 0.09
H 3.779 -0.448 3.513 0.11
H 5.881 -0.525 -0.185 0.12
H 8.033 -0.739 1.030 0.09
H 3.701 -2.936 2.045 0.10
H 1.598 -4.504 1.577 0.10
H -0.946 -4.297 -2.809 0.09
H -1.702 -2.407 -4.599 0.09
H -1.406 1.607 -5.746 0.12
H -2.912 1.646 -7.700 0.09
H -4.966 0.256 -7.715 0.09
H -5.480 -1.171 -5.749 0.09
H -3.966 -1.188 -3.800 0.10
H -0.366 5.360 0.100 0.12
H -0.077 7.812 -0.093 0.09
H 1.687 8.740 -1.563 0.09
H 3.147 7.195 -2.843 0.09
H 2.835 4.747 -2.640 0.12
H 3.610 4.118 -0.223 0.09
H 4.953 1.987 0.794 0.09
H -1.064 4.690 -2.671 0.11
H -2.577 2.908 -3.944 0.11
H -0.364 -4.145 2.358 0.09
H -1.547 -6.051 3.259 0.09
H -3.140 -7.345 1.846 0.08
H -3.515 -6.590 -0.498 0.09
H -2.266 -4.726 -1.415 0.08
N 1.732 0.447 6.868 0.07
C 2.126 1.400 5.991 -0.83
S 3.049 2.676 6.467 0.63
C 1.669 1.179 4.589 -0.24
C 1.748 2.187 3.639 -0.01
C 1.237 1.971 2.374 -0.11
N 0.670 0.823 1.995 0.02
C 0.637 -0.166 2.888 -0.10
C 1.106 -0.026 4.185 0.00
H 1.897 0.653 7.839 0.08
H 0.917 -0.106 6.654 0.09
H 2.198 3.139 3.885 0.09
H 1.295 2.744 1.617 0.12
H 0.198 -1.102 2.578 0.10
H 1.042 -0.900 4.820 0.11
I -2.466 1.943 2.298 0.67
C -1.679 1.652 0.272 -0.63
H -1.604 2.688 -0.054 -0.05
H -2.532 1.183 -0.228 -0.03
O -1.751 -2.020 2.679 0.03
C -2.037 -1.549 1.584 -0.58
O -1.242 -0.834 0.868 -0.25
C -3.396 -1.819 0.992 -0.11
C -3.733 -1.420 -0.295 0.00
C -4.996 -1.696 -0.802 -0.07
C -5.928 -2.372 -0.028 -0.11
C -5.591 -2.778 1.258 -0.10
C -4.329 -2.505 1.761 -0.02
H -3.006 -0.908 -0.906 0.10
H -5.248 -1.382 -1.809 0.09
H -6.915 -2.585 -0.424 0.09
H -6.312 -3.313 1.866 0.09
H -4.036 -2.823 2.753 0.11


(2)
138
Properties=species:S:1:pos:R:3:lowdin_charge:R:1 method="wB97M-V/def2-TZVPD" lumo_ha=-0.0193 energy_ev=-905707.9638 e_above_lowest_kcal_mol=64.9 e_homo_ev=-7.1
Hg -0.399 -0.710 -1.332 1.29
Hg 1.003 0.065 2.007 1.31
C 2.063 3.797 -0.374 -0.04
C 1.731 2.995 0.898 -0.48
C 1.409 4.062 1.945 -0.16
C 0.066 4.714 1.844 -0.21
C -0.989 3.630 1.981 -0.16
C -0.832 2.568 0.866 -0.45
N 0.563 2.078 0.815 -0.20
O 0.793 1.010 -0.123 -0.39
C -1.323 3.200 -0.470 -0.04
C -1.822 1.465 1.360 -0.09
C 3.059 2.280 1.249 -0.05
H 1.217 4.315 -0.826 0.05
H 2.410 3.110 -1.152 0.03
H 2.908 4.480 -0.288 0.09
H 2.207 4.808 1.895 0.12
H 1.451 3.823 3.013 0.11
H -0.064 5.205 0.877 0.10
H -0.055 5.482 2.609 0.11
H -1.879 4.237 1.803 0.04
H -1.037 3.247 3.001 0.12
H -1.241 4.285 -0.518 0.04
H -2.360 2.913 -0.653 0.08
H -0.782 2.793 -1.326 0.05
H -1.636 1.248 2.413 0.07
H -1.649 0.529 0.819 0.02
H -2.846 1.728 1.106 0.02
H 3.096 1.717 2.189 0.05
H 3.942 2.912 1.161 0.09
H 3.289 1.465 0.555 0.07
C 0.237 0.963 -4.255 -0.11
C -0.864 0.047 -4.745 -0.50
C -0.188 -1.033 -5.683 -0.12
C -1.087 -2.256 -5.868 -0.17
C -1.699 -2.694 -4.549 -0.15
C -2.462 -1.670 -3.779 -0.47
N -1.515 -0.509 -3.561 -0.21
O -1.954 0.489 -2.572 -0.32
C -2.838 -2.292 -2.426 -0.09
C -3.776 -1.200 -4.445 -0.02
C -1.824 0.858 -5.636 -0.03
H -0.127 1.952 -3.980 0.04
H 1.038 1.075 -4.989 0.06
H 0.776 0.570 -3.392 0.00
H 0.783 -1.354 -5.295 0.06
H 0.160 -0.645 -6.643 0.12
H -0.538 -3.113 -6.275 0.11
H -1.759 -2.232 -6.733 0.11
H -0.798 -2.955 -3.974 0.07
H -2.080 -3.717 -4.512 0.14
H -3.479 -1.605 -1.876 0.01
H -1.987 -2.678 -1.866 0.04
H -3.573 -3.073 -2.640 0.11
H -4.270 -0.354 -3.965 0.08
H -4.521 -1.997 -4.373 0.08
H -3.687 -0.955 -5.502 0.06
H -2.565 1.418 -5.063 0.08
H -2.314 0.236 -6.383 0.07
H -1.300 1.646 -6.181 0.08
C 1.429 -4.245 -0.180 0.00
C 0.490 -3.450 -1.165 -0.46
C -0.178 -4.466 -2.133 -0.12
C -1.219 -5.357 -1.395 -0.16
C -2.215 -4.551 -0.661 -0.16
C -1.765 -3.325 0.193 -0.46
N -0.573 -2.655 -0.437 -0.25
O 0.067 -1.706 0.464 -0.41
C -1.460 -3.985 1.535 -0.03
C -2.917 -2.348 0.367 -0.11
C 1.308 -2.592 -2.105 -0.19
H 0.867 -4.938 0.442 0.06
H 2.047 -3.633 0.474 0.06
H 2.113 -4.857 -0.772 0.09
H 0.529 -5.162 -2.588 0.13
H -0.607 -3.906 -2.967 0.06
H -0.670 -5.981 -0.684 0.10
H -1.628 -6.048 -2.132 0.12
H -2.802 -5.204 -0.011 0.13
H -2.958 -4.220 -1.396 0.09
H -0.806 -4.855 1.468 0.07
H -2.404 -4.305 1.978 0.09
H -0.966 -3.363 2.285 0.09
H -3.468 -2.092 -0.533 -0.01
H -2.621 -1.391 0.805 0.03
H -3.564 -2.685 1.179 0.06
H 1.830 -1.749 -1.644 0.07
H 0.692 -2.217 -2.926 0.04
H 2.122 -3.214 -2.483 0.02
C 2.214 -0.255 6.717 -0.04
C 2.529 0.316 5.337 -0.51
C 4.033 0.790 5.406 -0.11
C 4.956 -0.428 5.441 -0.20
C 4.679 -1.309 4.225 -0.13
C 3.150 -1.689 3.997 -0.50
N 2.255 -0.548 4.194 -0.21
O 0.850 -0.893 4.076 -0.28
C 2.920 -3.030 4.737 -0.03
C 3.105 -2.049 2.517 -0.10
C 1.703 1.623 5.226 -0.05
H 2.027 0.464 7.515 0.08
H 2.886 -1.055 7.023 0.07
H 1.202 -0.676 6.696 0.09
H 4.176 1.197 6.407 0.12
H 4.247 1.419 4.542 0.11
H 4.896 -1.119 6.288 0.10
H 6.020 -0.185 5.490 0.11
H 5.365 -2.154 4.270 0.12
H 4.919 -0.684 3.359 0.11
H 3.244 -2.989 5.779 0.07
H 3.402 -3.845 4.205 0.08
H 1.851 -3.233 4.841 0.08
H 2.077 -2.356 2.291 0.05
H 3.719 -2.905 2.240 0.09
H 3.305 -1.192 1.865 0.07
H 1.673 2.303 6.077 0.09
H 0.683 1.560 4.840 0.07
H 2.124 2.252 4.432 0.05
C -3.013 8.508 2.523 -1.54
Br -1.238 9.014 3.171 0.56
Br -4.379 8.730 3.868 0.56
Br -3.085 6.623 1.851 0.57
H -3.393 9.164 1.748 -0.03
C -5.574 -0.235 1.271 -1.47
Br -4.583 0.341 -0.323 0.72
Br -7.015 1.137 1.563 0.50
Br -4.578 -0.528 2.901 0.64
H -6.154 -1.081 0.921 -0.03
C -2.256 4.990 -3.588 -1.46
Br -0.263 4.922 -3.503 0.59
Br -3.084 5.208 -5.416 0.51
Br -3.109 6.265 -2.328 0.52
H -2.578 4.013 -3.243 -0.05
C 3.764 -0.046 -4.648 -1.45
Br 3.329 1.293 -3.201 0.61
Br 3.413 -1.920 -4.121 0.70
Br 5.648 0.218 -5.108 0.55
H 3.178 0.184 -5.531 -0.03


(3)
73
Properties=species:S:1:pos:R:3:lowdin_charge:R:1 method="wB97M-V/def2-TZVPD" lumo_ha="-0.3963 / -0.4267" energy_ev=-72532.5282 total_charge=+3 spin_multiplicity=7 e_homo_ev="-16.1 / -16.1"
C 4.761 -3.016 3.071 -0.11
C 3.353 -2.126 3.079 -0.35
C 3.748 -0.680 3.820 -0.12
C 2.799 -1.821 1.529 -0.15
C 1.350 -2.510 1.261 -0.10
C 0.108 -1.546 0.876 -0.19
C -0.554 -1.197 2.326 -0.09
O 0.388 -0.941 3.425 -0.23
O -0.132 -1.408 4.525 -0.04
C -0.893 -2.614 0.060 -0.10
O -1.211 -3.854 0.482 0.16
N -1.389 -2.010 -1.271 0.24
C -1.296 -0.475 -1.116 -0.26
C -1.231 0.000 -2.673 -0.11
C -2.601 0.314 -3.453 -0.36
C -2.798 -0.692 -4.775 -0.08
C -2.503 1.846 -4.109 -0.11
C -2.674 -0.191 -0.299 -0.02
C -3.140 1.369 -0.154 -0.53
N -2.191 2.399 -0.709 0.06
N -3.390 1.699 1.333 0.05
N -4.507 1.641 -0.817 0.06
C 0.183 -0.426 -0.325 -0.19
C 0.430 0.956 0.584 -0.12
C 1.007 2.228 -0.265 -0.23
C 0.871 3.651 0.600 -0.45
S 2.362 4.773 0.439 0.49
C 1.484 -0.469 -1.319 -0.03
C 1.859 -1.905 -1.991 -0.15
O 1.145 -2.630 -2.851 0.04
F 3.218 -2.484 -1.667 -0.03
H 5.486 -2.585 2.246 0.09
H 5.355 -2.939 4.093 0.10
H 4.539 -4.176 2.903 0.10
H 2.528 -2.614 3.751 0.12
H 2.846 0.087 3.676 0.06
H 3.898 -0.784 4.977 0.09
H 4.706 -0.182 3.363 0.08
H 3.670 -2.249 0.834 0.12
H 2.851 -0.658 1.417 0.09
H 1.064 -3.156 2.221 0.16
H 1.488 -3.311 0.391 0.14
H -1.176 -2.164 2.651 0.18
H -1.325 -0.313 2.337 0.12
H 0.469 -2.116 4.944 0.17
H -2.299 -2.374 -1.628 0.18
H -0.563 0.990 -2.694 0.11
H -0.619 -0.783 -3.324 0.13
H -3.605 0.263 -2.872 0.11
H -3.428 -0.036 -5.548 0.10
H -1.782 -1.003 -5.266 0.10
H -3.499 -1.601 -4.494 0.09
H -2.580 2.694 -3.307 0.05
H -1.486 1.867 -4.701 0.10
H -3.357 2.045 -4.905 0.10
H -2.768 -0.680 0.759 0.13
H -3.538 -0.719 -0.938 0.14
H -2.680 3.197 -1.188 0.09
H -1.763 2.857 0.151 0.06
H -3.650 2.704 1.445 0.10
H -2.577 1.419 1.921 0.05
H -4.386 1.987 -1.793 0.07
H -5.123 0.801 -0.756 0.10
H -0.556 1.319 1.117 0.10
H 1.211 0.771 1.467 0.14
H 0.586 2.341 -1.353 0.12
H 2.181 2.059 -0.373 0.10
H -0.063 4.225 0.154 0.10
H 0.622 3.458 1.744 0.13
H 3.500 4.081 -0.003 -0.05
H 1.469 0.315 -2.205 0.15
H 2.420 -0.141 -0.654 0.13
Tb 3.377 7.223 -0.174 1.69